Computed, not measured: C35H21N6O4Rh as an isolated structure, with ωB97M-V/def2-TZVPD.

Geometry as XYZ:
```
67
Properties=species:S:1:pos:R:3:nbo_charge:R:1
Rh 0.2783 -1.5604 -1.2280 1.06
O 1.5138 -2.7853 -0.3028 -0.72
C 1.8473 -2.6135 0.9663 0.33
C 3.0102 -3.2724 1.4134 -0.29
C 3.4757 -3.1344 2.7035 -0.19
C 2.7983 -2.3260 3.6123 -0.29
C 1.6482 -1.6864 3.1921 -0.12
C 1.1547 -1.8125 1.8943 -0.16
C -0.1461 -1.0740 1.5813 -0.18
N -0.8728 -1.4426 0.3689 -0.28
N -1.4650 -2.6858 0.5876 -0.40
C -1.5690 -3.3874 -0.4828 0.50
O -0.9714 -3.0563 -1.6090 -0.71
C -2.3872 -4.6226 -0.4866 -0.04
C -2.3810 -5.4487 -1.6054 -0.20
C -3.1494 -6.6043 -1.6245 -0.22
C -3.9226 -6.9443 -0.5249 -0.21
C -3.9265 -6.1233 0.5967 -0.22
C -3.1658 -4.9669 0.6166 -0.19
H 3.5262 -3.8987 0.6964 0.22
H 4.3724 -3.6615 3.0060 0.21
H 3.1515 -2.2125 4.6282 0.21
H 1.0965 -1.0660 3.8917 0.20
H -0.8434 -1.3250 2.3881 0.26
H -1.7643 -5.1778 -2.4512 0.23
H -3.1385 -7.2435 -2.4982 0.21
H -4.5190 -7.8477 -0.5383 0.21
H -4.5269 -6.3869 1.4581 0.21
H -3.1600 -4.3184 1.4820 0.23
O 0.6070 5.8984 -1.8232 -0.36
N 1.3837 4.9705 -1.8803 0.53
O 2.5924 5.0763 -1.9409 -0.37
C 0.8131 3.6085 -1.9115 0.04
C -0.4306 3.5023 -2.4207 -0.13
C -1.0631 2.2261 -2.5312 -0.12
C -2.3531 2.0353 -3.0615 -0.11
C -2.8732 0.7693 -3.1175 -0.24
C -2.1075 -0.3094 -2.6510 0.11
N -0.8961 -0.1435 -2.1636 -0.41
C -0.3726 1.1016 -2.0866 0.25
C 0.9361 1.2326 -1.5057 0.15
N 1.4965 0.0911 -1.0290 -0.42
C 2.6887 0.1415 -0.4719 0.12
C 3.3844 1.3482 -0.3396 -0.24
C 2.8323 2.5130 -0.7995 -0.12
C 1.5641 2.4788 -1.4198 -0.02
H -0.9461 4.3944 -2.7485 0.26
H -2.9192 2.8881 -3.4148 0.23
H -3.8623 0.5851 -3.5109 0.24
H -2.4696 -1.3307 -2.6605 0.25
H 3.0903 -0.7945 -0.1066 0.25
H 4.3532 1.3458 0.1389 0.24
H 3.3574 3.4476 -0.6916 0.26
N 0.7461 8.3608 1.5063 -0.29
C 0.6395 7.2172 1.5327 0.27
C 0.5022 5.7865 1.5749 -0.20
C 1.5462 5.0007 2.0601 -0.17
C 1.4148 3.6249 2.0934 -0.20
C 0.2418 3.0143 1.6424 -0.01
C -0.8041 3.8127 1.1706 -0.22
C -0.6768 5.1886 1.1349 -0.11
C 0.1196 1.5871 1.6249 -0.10
C 0.0220 0.3889 1.6089 0.08
H 2.4543 5.4744 2.4075 0.23
H 2.2209 3.0073 2.4667 0.23
H -1.7152 3.3378 0.8302 0.23
H -1.4815 5.8072 0.7619 0.23
```

As for the total energy: -2086.28293 a.u. The molecular weight comes out at 692.5 g/mol. As for the max |F|: 0.147 eV/Å. The spin multiplicity is 1. The value obtained for the HOMO energy is -0.268 Ha.